No. 1
This record from OMol25 describes a single C9H18Si molecule at a distorted geometry. The level of theory is the ωB97M-V functional and the def2-TZVPD basis.

Positions of all 28 atoms, in Å:
1 Si -0.546 -0.097 -1.100
2 C -2.432 0.353 -1.140
3 C 0.150 0.089 0.634
4 C -0.496 -1.935 -1.668
5 C 2.288 -1.478 0.850
6 C 0.706 -0.101 2.647
7 C -0.687 2.151 1.851
8 C -0.050 0.890 1.719
9 C 0.386 1.144 -2.310
10 C 0.912 -0.965 1.438
11 H -2.658 1.369 -0.740
12 H -3.161 -0.243 -0.669
13 H 2.533 -1.177 -0.136
14 H -0.992 2.363 2.953
15 H 3.210 -1.279 1.442
16 H 2.167 -2.507 0.810
17 H 0.239 -0.742 3.415
18 H 0.230 -1.753 1.574
19 H 1.552 0.454 3.028
20 H -0.031 3.035 1.671
21 H -0.113 2.122 -2.431
22 H 1.295 1.293 -1.855
23 H -0.785 -2.590 -0.814
24 H -2.655 0.349 -2.232
25 H -0.974 -1.964 -2.585
26 H -1.667 2.241 1.163
27 H 0.539 -2.154 -1.790
28 H 0.554 0.682 -3.305

Summary:
HOMO level (eV): -8.6
E (eV): -17500.6939
Multiplicity: 1
Energy relative to the best compared isomer or geometry (same formula, charge and spin) (eV): 1.013

Atom charges from the Löwdin analysis, given in e for atoms 1 to 2: 0.628, -0.191

---

No. 2
This record from OMol25 describes C9H19Br9N2O4 as an isolated structure at a distorted geometry. The level of theory is the ωB97M-V functional and the def2-TZVPD basis.

Positions of all 43 atoms, in Å:
1 Br 4.640 -2.695 1.463
2 Br 3.117 0.562 2.629
3 Br -1.583 -0.712 -2.137
4 Br 7.396 0.909 4.161
5 Br 2.992 -0.073 -2.501
6 Br -2.940 0.849 2.844
7 Br -0.571 -1.434 2.469
8 Br -0.183 1.468 1.226
9 Br 1.300 -5.004 3.578
10 O -4.680 1.844 -3.533
11 O -4.916 2.667 -5.572
12 O -5.685 0.670 0.949
13 O -4.308 1.714 -0.353
14 N -4.264 2.415 -4.545
15 N -5.420 1.292 -0.043
16 C -2.768 2.739 -4.730
17 C -1.482 0.179 1.841
18 C 3.042 -4.221 3.018
19 C 0.248 -0.526 -2.701
20 C -6.449 1.558 -1.047
21 C 5.999 1.031 2.872
22 C 4.760 0.441 3.593
23 C 2.903 -3.429 1.701
24 C 1.310 -0.511 -1.629
25 H -1.933 -0.272 0.978
26 H 2.660 -4.065 0.887
27 H 1.308 -1.453 -1.122
28 H -7.401 1.347 -0.591
29 H -6.189 2.558 -1.401
30 H -2.210 2.325 -3.908
31 H 0.606 -1.320 -3.362
32 H 0.383 0.379 -3.321
33 H 4.491 0.976 4.493
34 H -2.480 2.166 -5.587
35 H 5.710 1.991 2.430
36 H 1.140 0.247 -0.892
37 H -6.135 0.830 -1.795
38 H -2.748 3.877 -4.732
39 H 2.256 -2.538 1.679
40 H 6.089 0.334 2.106
41 H 4.921 -0.578 3.857
42 H 3.314 -3.521 3.821
43 H 3.761 -5.015 2.907

Summary:
HOMO level (eV): -10.0
E (eV): -651187.0166
Multiplicity: 1

Atom charges from the Löwdin analysis, given in e for atoms 1 to 2: 0.683, 0.624

---

No. 3
This record from OMol25 describes C9H19Br9O6S2 as an isolated structure at a distorted geometry. The level of theory is the ωB97M-V functional and the def2-TZVPD basis.

Positions of all 45 atoms, in Å:
1 Br 2.176 -3.983 -0.485
2 Br -2.752 -5.947 -3.417
3 Br -0.891 -3.495 0.271
4 Br 0.415 -1.971 -2.142
5 Br -0.255 -0.497 2.441
6 Br 0.358 0.460 5.408
7 Br -1.920 1.843 3.725
8 Br -1.496 -3.366 -4.790
9 Br 0.389 -5.557 -3.507
10 S 3.749 -1.485 2.444
11 S -2.945 3.926 -1.973
12 O -2.440 4.458 -0.747
13 O 2.854 -0.894 1.272
14 O -2.535 4.472 -3.205
15 O -2.587 2.378 -2.037
16 O 3.018 -2.570 2.962
17 O 5.088 -1.615 1.972
18 C -1.853 0.403 -0.931
19 C -0.202 1.000 3.641
20 C -2.717 1.620 -0.828
21 C 2.617 0.500 -0.684
22 C -1.304 -4.668 -3.389
23 C 3.471 0.181 0.520
24 C 3.639 -0.233 3.644
25 C -4.706 3.884 -1.854
26 C 0.733 -2.729 -0.408
27 H -4.974 3.811 -0.805
28 H 2.768 -0.190 -1.511
29 H 2.591 0.045 3.722
30 H 4.459 -0.129 0.189
31 H 2.902 1.488 -1.053
32 H 4.204 0.663 3.388
33 H 1.055 -1.962 0.281
34 H 4.054 -0.620 4.570
35 H -5.115 3.049 -2.415
36 H -1.393 -4.151 -2.443
37 H 0.541 1.695 3.284
38 H -5.046 4.827 -2.278
39 H 1.551 0.571 -0.461
40 H -0.810 0.667 -1.122
41 H 3.526 1.074 1.147
42 H -2.151 -0.242 -1.759
43 H -3.758 1.310 -0.666
44 H -1.844 -0.218 -0.036
45 H -2.466 2.195 0.065

Summary:
HOMO level (eV): -10.2
E (eV): -673977.0851
Multiplicity: 1
Energy relative to the best compared isomer or geometry (same formula, charge and spin) (eV): 0.000

Atom charges from the Löwdin analysis, given in e for atoms 1 to 2: 0.632, 0.568

---

No. 4
This record from OMol25 describes an isolated ion of composition C9H19BrN3O3P2 and charge +1 at a distorted geometry. The level of theory is the ωB97M-V functional and the def2-TZVPD basis.

Positions of all 37 atoms, in Å:
1 Br -0.670 3.798 -2.185
2 P 1.085 2.697 -1.524
3 P 0.065 1.041 -0.342
4 O -0.270 -0.314 -1.233
5 O 1.488 1.935 -2.886
6 O -3.528 1.964 -0.490
7 N 1.110 0.558 0.821
8 N -1.211 0.140 -3.467
9 N -3.039 -0.183 0.294
10 C -1.399 1.679 0.480
11 C -4.142 -0.216 1.285
12 C 3.179 -2.487 0.226
13 C 3.127 -1.726 1.561
14 C 3.353 -0.210 1.493
15 C -2.765 1.183 0.004
16 C -3.422 -0.944 -0.918
17 C -0.758 -0.086 -2.435
18 C 2.563 0.530 0.437
19 H 3.923 -2.122 2.188
20 H 0.850 -0.384 1.127
21 H 2.146 1.241 -2.726
22 H -3.963 0.496 2.086
23 H 2.866 -1.898 -0.632
24 H -1.380 2.762 0.371
25 H 2.498 -3.335 0.273
26 H 2.715 0.119 -0.564
27 H -5.094 0.021 0.810
28 H 2.904 1.564 0.408
29 H -1.276 1.451 1.540
30 H -3.711 -0.294 -1.743
31 H -4.202 -1.218 1.700
32 H 4.406 0.040 1.379
33 H -4.263 -1.590 -0.692
34 H -2.599 -1.571 -1.253
35 H 4.166 -2.907 0.062
36 H 3.048 0.213 2.452
37 H 2.200 -1.948 2.092

Summary:
HOMO level (eV): -12.7
E (eV): -108867.0881
Charge: +1
Multiplicity: 1

Atom charges from the Löwdin analysis, given in e for atoms 1 to 2: 0.455, 0.444

---

No. 5
This record from OMol25 describes a 2-piece molecular cluster, C9H19BrNO overall at a distorted geometry. The level of theory is the ωB97M-V functional and the def2-TZVPD basis.

Positions of all 31 atoms, in Å:
1 Br 1.617 -2.590 -2.979
2 O 2.051 -0.317 -0.435
3 N 0.853 0.135 0.161
4 C -0.855 -0.166 1.788
5 C -1.775 0.745 0.993
6 C 0.169 -0.899 0.936
7 C 1.086 2.166 -1.124
8 C -0.499 -2.013 0.105
9 C 1.200 -1.559 1.843
10 C 0.127 1.056 -0.699
11 C -0.525 0.489 -1.968
12 C -0.960 1.718 0.158
13 H -1.177 -1.635 -0.650
14 H -1.615 2.270 -0.528
15 H -0.771 1.312 -2.648
16 H -1.368 -0.874 2.447
17 H 1.894 1.733 -1.724
18 H -2.456 0.159 0.361
19 H -0.549 2.496 0.810
20 H 0.722 -2.194 2.589
21 H -1.474 -0.004 -1.765
22 H 1.791 -0.784 2.343
23 H 0.129 -0.198 -2.511
24 H 1.920 -2.119 1.249
25 H -1.064 -2.691 0.750
26 H -2.459 1.243 1.690
27 H 1.826 -0.917 -1.180
28 H 1.598 2.658 -0.295
29 H 0.586 2.894 -1.764
30 H 0.260 -2.579 -0.440
31 H -0.282 0.464 2.487

Summary:
HOMO level (eV): -4.2
E (eV): -83223.1286
Charge: -1
Multiplicity: 1
Energy relative to the best compared isomer or geometry (same formula, charge and spin) (eV): 0.000

Atom charges from the Löwdin analysis, given in e for atoms 1 to 2: -0.503, -0.072

---

No. 6
This record from OMol25 describes C9H19Cl2I2IrO3P2 as an isolated structure at a distorted geometry. The level of theory is the ωB97M-V functional and the def2-TZVPD basis.

Positions of all 38 atoms, in Å:
1 Ir 0.271 -0.118 -0.587
2 I 2.791 0.493 -1.461
3 I -2.141 -0.673 0.576
4 Cl -0.443 -1.474 3.349
5 Cl -0.220 0.995 4.813
6 P 0.832 -2.434 -0.594
7 P -0.428 2.122 -1.003
8 O 1.293 0.413 2.188
9 O -0.681 1.111 0.820
10 O -2.017 2.124 2.607
11 C 1.974 -2.928 -1.927
12 C -0.582 -3.558 -0.845
13 C -2.204 2.306 -1.373
14 C 1.629 -3.014 0.943
15 C 0.901 0.209 1.122
16 C 0.362 2.901 -2.450
17 C -1.160 1.168 2.272
18 C -1.066 0.185 3.467
19 C -0.114 3.272 0.380
20 H -0.645 2.917 1.268
21 H 1.610 -2.499 -2.865
22 H -2.392 3.315 -1.755
23 H 2.550 -2.445 1.102
24 H 1.999 -4.021 -1.997
25 H 0.304 2.202 -3.288
26 H 1.412 3.106 -2.237
27 H 0.959 3.290 0.592
28 H -2.107 0.015 3.815
29 H 0.954 -2.839 1.785
30 H -2.474 1.562 -2.127
31 H -0.211 -4.571 -1.036
32 H -1.155 -3.199 -1.703
33 H -0.453 4.283 0.132
34 H -1.227 -3.551 0.034
35 H 2.973 -2.538 -1.727
36 H -0.165 3.829 -2.695
37 H 1.866 -4.081 0.882
38 H -2.795 2.124 -0.475

Summary:
HOMO level (alpha / beta) (eV): -14.7 / -16.3
E (eV): -78423.8286
Charge: +2
Multiplicity: 5
Energy relative to the best compared isomer or geometry (same formula, charge and spin) (eV): 5.644

Atom charges from the Löwdin analysis, given in e for atoms 1 to 2: 0.612, 0.783